No. 1
Here is a structure of composition C39H26Cl56F2INO5S from the Open Molecules 2025 dataset. Energies are from ωB97M-V/def2-TZVPD.

- multiplicity = 1
- E_LUMO (eV) = -0.38
- gap between HOMO and LUMO (eV) = 7.8

Cartesian coordinates (Å):
C (-8.7074, 1.2281, 0.3697)
C (-7.9222, -0.1930, 0.2363)
C (-8.0949, -0.8327, -1.2538)
O (-6.7596, -1.1499, -1.7369)
C (-6.7717, -2.3908, -2.5191)
C (-5.2256, -2.8756, -2.5407)
C (-4.2489, -2.6064, -3.7202)
C (-2.7588, -3.0949, -3.5797)
C (-1.8125, -2.7970, -4.8436)
C (-0.9196, -1.4817, -4.6235)
O (0.0837, -1.2686, -5.3230)
F (-1.3304, -0.5849, -3.5766)
C (-2.2714, -3.8266, -2.2836)
C (-0.7103, -4.2653, -2.1911)
C (-0.5601, -5.8123, -2.5701)
O (-1.3487, -6.6152, -1.9947)
I (0.9221, -6.4448, -4.0364)
C (-3.2411, -4.1348, -1.0997)
C (-4.7245, -3.6300, -1.2772)
S (-5.8269, -3.9838, 0.1933)
C (-4.6459, -3.6350, 1.6033)
C (-5.1015, -2.9089, 2.8867)
F (-6.4807, -2.5185, 2.9628)
C (-4.0992, -2.5929, 4.0207)
C (-2.6153, -3.0496, 3.7835)
C (-2.1535, -3.8167, 2.4960)
C (-0.6121, -4.2718, 2.2677)
C (0.4423, -3.4202, 3.1213)
C (0.7465, -1.9473, 2.5495)
C (0.2562, -1.6895, 1.0478)
O (0.8277, -0.4145, 0.5857)
C (1.3327, -0.5276, -0.7364)
O (2.2482, -1.3148, -1.0982)
C (-3.1746, -4.1402, 1.3494)
N (-2.8349, -4.8543, 0.1142)
H (-9.8442, 1.1089, 0.2685)
H (-8.4524, 1.6616, 1.4108)
H (-8.2822, 2.0009, -0.3803)
H (-6.8066, 0.0763, 0.3734)
H (-8.1985, -0.9265, 1.0662)
H (-8.7994, -1.7300, -1.2685)
H (-8.4757, 0.0472, -1.9061)
H (-7.1869, -2.2002, -3.5699)
H (-7.4036, -3.1971, -1.9832)
H (-4.6267, -2.0636, -4.6506)
H (-2.4564, -2.6288, -5.7830)
H (-1.1689, -3.7267, -5.0784)
H (-0.4101, -4.0404, -1.0950)
H (-0.0962, -3.5540, -2.8397)
H (-4.4621, -2.0578, 4.9562)
H (-1.8927, -2.7776, 4.6392)
H (-0.5639, -5.3565, 2.6692)
H (-0.3363, -4.3379, 1.1574)
H (1.4196, -4.0247, 3.1479)
H (0.1025, -3.3014, 4.2072)
H (1.8981, -1.8239, 2.5412)
H (0.3651, -1.0993, 3.2289)
H (-0.8905, -1.5787, 0.9848)
H (0.5266, -2.5514, 0.3333)
H (0.8979, 0.1617, -1.5454)
H (-1.8568, -5.1690, 0.0873)
C (-5.0000, 1.8462, 2.8825)
Cl (-3.4445, 1.9281, 3.7389)
Cl (-5.4734, 0.1472, 2.6877)
Cl (-6.2398, 2.7082, 3.8188)
Cl (-4.8367, 2.6001, 1.2816)
C (-8.9385, 5.7942, 4.0888)
Cl (-9.4243, 5.2166, 2.4796)
Cl (-8.9307, 4.4305, 5.2280)
Cl (-7.3103, 6.4988, 3.9978)
Cl (-10.0878, 7.0277, 4.6494)
C (5.1525, -5.4123, -2.8965)
Cl (4.7570, -5.9876, -4.5321)
Cl (5.1595, -6.7855, -1.7704)
Cl (6.7583, -4.6485, -2.9073)
Cl (3.9352, -4.2277, -2.3750)
C (1.2087, 0.3994, 6.2447)
Cl (0.7923, -1.3059, 5.9664)
Cl (1.4979, 0.6607, 7.9780)
Cl (2.6742, 0.8061, 5.3268)
Cl (-0.1319, 1.4333, 5.7040)
C (7.1164, -4.5742, 1.4731)
Cl (6.8059, -6.2933, 1.1496)
Cl (7.3069, -4.3254, 3.2222)
Cl (8.6037, -4.0751, 0.6382)
Cl (5.7508, -3.6033, 0.8816)
C (-13.1354, 8.6374, 2.2535)
Cl (-12.2059, 10.1515, 2.2838)
Cl (-12.0241, 7.2586, 2.3926)
Cl (-14.2778, 8.6166, 3.6144)
Cl (-14.0339, 8.5246, 0.7243)
C (4.6575, -0.7816, -4.9917)
Cl (5.2894, -2.2610, -4.2385)
Cl (4.6673, -0.9641, -6.7595)
Cl (2.9941, -0.4997, -4.4353)
Cl (5.6786, 0.5985, -4.5315)
C (8.4112, 3.8233, -4.5022)
Cl (10.1056, 3.9613, -3.9822)
Cl (7.5744, 2.6338, -3.4806)
Cl (7.6152, 5.4032, -4.3481)
Cl (8.3528, 3.2930, -6.1968)
C (3.7637, 4.2809, -2.6401)
Cl (4.0649, 5.3887, -3.9969)
Cl (5.1139, 4.3721, -1.4886)
Cl (2.2571, 4.7460, -1.8215)
Cl (3.6166, 2.6199, -3.2533)
C (5.9860, 0.6374, 2.7113)
Cl (7.1684, -0.4524, 3.4670)
Cl (6.8191, 1.7193, 1.5749)
Cl (4.7720, -0.3201, 1.8359)
Cl (5.1828, 1.6044, 3.9689)
C (14.3230, 5.1118, -3.1558)
Cl (14.6087, 4.3091, -1.5968)
Cl (14.7472, 6.8318, -3.0231)
Cl (15.3266, 4.3489, -4.4077)
Cl (12.6075, 4.9572, -3.5962)
C (0.8043, 8.5390, -1.2746)
Cl (1.0996, 7.7378, 0.2837)
Cl (1.1952, 10.2663, -1.1350)
Cl (1.8270, 7.7981, -2.5235)
Cl (-0.9054, 8.3526, -1.7217)
C (2.6965, 11.2514, 2.4524)
Cl (2.8110, 9.5973, 3.0909)
Cl (3.7341, 11.4055, 1.0184)
Cl (1.0113, 11.6000, 2.0078)
Cl (3.2308, 12.4035, 3.6951)
C (9.9724, -9.3616, 1.4431)
Cl (8.4756, -10.3056, 1.6058)
Cl (9.5685, -7.6442, 1.2371)
Cl (10.9635, -9.5668, 2.9035)
Cl (10.8806, -9.9314, 0.0261)


No. 2
Here is a structure of composition C39H27AsCl2N3NiOS from the Open Molecules 2025 dataset. Energies are from ωB97M-V/def2-TZVPD.

- charge = -1
- multiplicity = 3
- E_LUMO (alpha / beta) (eV) = 1.64 / 2.33
- gap between HOMO and LUMO (alpha / beta) (eV) = 5.1 / 6.4

Cartesian coordinates (Å):
Ni (-0.6967, -0.7228, -0.0875)
S (0.9655, -1.5191, -1.4052)
C (2.5060, -1.2568, -0.6917)
C (3.5678, -2.0770, -0.9698)
C (4.7977, -1.8548, -0.3441)
C (4.9195, -0.8550, 0.6142)
C (3.8446, -0.0436, 0.9050)
C (2.7076, -0.1305, 0.1395)
As (1.0424, 0.8966, 0.2724)
C (1.2213, 2.1185, -1.2355)
C (0.5748, 3.3393, -1.0901)
C (0.8251, 4.4552, -1.9625)
C (1.6307, 4.1565, -3.0658)
C (2.0985, 2.8784, -3.2870)
C (1.9473, 1.8568, -2.3397)
C (1.6087, 2.0664, 1.6822)
C (2.4212, 3.1858, 1.4178)
C (2.5396, 4.1630, 2.4055)
C (1.9453, 4.0296, 3.6576)
C (1.2152, 2.8837, 3.9229)
C (1.1855, 1.8643, 2.9891)
H (3.3969, -2.9474, -1.5804)
H (5.6251, -2.5045, -0.5098)
H (5.7832, -0.7545, 1.2169)
H (3.9561, 0.6876, 1.6834)
H (-0.0641, 3.5532, -0.2675)
H (0.4814, 5.4260, -1.6633)
H (1.7943, 4.9373, -3.8621)
H (2.5355, 2.6197, -4.2265)
H (2.2496, 0.8229, -2.6091)
H (2.8895, 3.3255, 0.4337)
H (3.2142, 5.0198, 2.1510)
H (1.9835, 4.8904, 4.2938)
H (0.6684, 2.8124, 4.9147)
H (0.6510, 0.9783, 3.3633)
C (0.9719, -5.5003, 2.2079)
C (0.5005, -5.2363, 0.9342)
C (-0.1487, -4.0452, 0.7109)
C (-0.1511, -3.0367, 1.6984)
C (0.3950, -3.3238, 2.9548)
C (0.9443, -4.5651, 3.2317)
N (-0.8553, -1.8489, 1.5214)
N (-1.1273, -1.1715, 2.6102)
C (-1.6441, 0.0925, 2.3199)
C (-2.0149, 0.9826, 3.3333)
C (-2.7929, 2.0839, 2.9680)
C (-3.0132, 2.3482, 1.6114)
C (-2.5516, 1.4859, 0.6027)
C (-1.7466, 0.4653, 0.9439)
H (1.2987, -6.5259, 2.4615)
H (0.5404, -6.0206, 0.1802)
H (-0.4794, -3.7948, -0.2636)
H (0.2297, -2.5632, 3.7165)
H (1.4722, -4.7730, 4.1474)
H (-1.8487, 0.9234, 4.4208)
H (-3.3654, 2.6125, 3.7618)
H (-3.5989, 3.2509, 1.3156)
H (-2.8190, 1.7909, -0.4277)
Cl (-2.8671, 2.6310, -4.2424)
C (-2.9559, 0.9463, -4.0824)
C (-3.8347, 0.1857, -4.8028)
C (-3.9942, -1.1907, -4.6001)
Cl (-4.8348, -2.1292, -5.7196)
C (-3.5110, -1.8216, -3.3959)
C (-3.8660, -3.0988, -2.9064)
C (-3.6516, -3.4344, -1.5973)
C (-2.8110, -2.5946, -0.8582)
N (-2.2614, -1.4493, -1.3586)
C (-2.6392, -1.0113, -2.5991)
C (-2.1832, 0.3195, -3.0209)
O (-1.2334, 0.9009, -2.4531)
H (-4.4464, 0.7035, -5.5608)
H (-4.4406, -3.7480, -3.5854)
H (-4.1418, -4.2841, -1.1656)
H (-2.5557, -2.8574, 0.1223)


What did we get for strongest force on any atom? Answer: 0.111; 0.062 hartree/bohr, in the order shown.
What did we get for E? Answer: -28598.4128; -6804.4912 hartree, in the order shown.
What did we get for energy above the lowest of the compared OMol25 structures with the same formula, charge and spin? Answer: 0.0000; 0.0000 eV, in the order shown.